# 1
{"formula": "C14H20N2O", "method": "the ωB97M-V functional and the def2-TZVPD basis", "symbols": ["C", "C", "C", "C", "C", "C", "C", "C", "C", "N", "H", "H", "H", "H", "H", "H", "H", "H", "H", "C", "C", "C", "C", "C", "O", "N", "H", "H", "H", "H", "H", "H", "H", "H", "H", "H", "H"], "xyz": [[0.7566, 3.3667, 3.9097], [0.8557, 1.9756, 0.4493], [1.0863, 1.9932, 1.8913], [0.4668, 3.1551, 2.4176], [-0.0575, 3.8517, 1.3594], [1.3300, 1.0044, -0.4485], [2.1150, 0.0862, 0.2106], [2.3751, 0.0849, 1.5481], [1.9014, 0.9959, 2.4686], [0.1900, 3.1436, 0.1843], [1.0928, 1.1045, -1.5259], [2.6686, -0.6984, -0.3406], [-0.2546, 3.3648, -0.6908], [2.9327, -0.7631, 1.8638], [-0.5679, 4.8062, 1.4063], [2.1539, 0.9272, 3.5168], [0.9615, 2.4573, 4.4856], [-0.1346, 3.7444, 4.4436], [1.6483, 4.0276, 3.9977], [-0.1720, -1.7395, -1.7800], [1.4441, -1.9077, -1.8916], [-0.9531, -4.0902, -2.5349], [-3.0264, -1.2900, -0.9660], [-2.5927, -2.5671, -1.6281], [-3.4433, -3.4386, -1.8416], [-1.2936, -2.6610, -2.1092], [-0.2950, -1.6472, -0.6868], [-0.3992, -0.7972, -2.3788], [1.6441, -2.7366, -1.2472], [1.7228, -0.9214, -1.6634], [-1.7621, -4.7556, -2.2416], [-2.3459, -0.4786, -1.1568], [1.5731, -2.7084, -2.8839], [-0.4079, -3.7201, -3.5788], [-0.1833, -4.3561, -1.7928], [-4.0136, -1.1205, -1.2880], [-2.9579, -1.3560, 0.1301]], "mulliken_charge": [-1.1920, -0.2390, 1.5719, 0.3382, -0.6675, -0.8433, -0.3081, -1.1079, -0.6031, -0.0211, 0.4484, 0.4649, 0.2196, 0.3998, 0.3954, 0.2986, 0.3128, 0.3633, 0.2334, -0.3991, -1.2421, -0.9931, -1.1414, 0.8076, -0.6823, 0.0272, 0.4392, 0.2981, 0.4478, 0.2558, 0.3543, 0.2893, 0.2803, 0.2645, 0.2939, 0.3687, 0.2667], "homo_lumo_gap_ha": 0.3216, "charge": 0, "multiplicity": 1, "smiles": "Cc1c[nH]c2ccccc12.CCN(C)C(C)=O", "e_homo_ev": -8.136}



# 2
{"formula": "C4H9NO", "method": "the ωB97M-V functional and the def2-TZVPD basis", "symbols": ["C", "C", "C", "C", "O", "N", "H", "H", "H", "H", "H", "H", "H", "H", "H"], "xyz": [[-0.3576, 0.3878, -0.8227], [-1.2595, 1.4542, -0.3052], [0.8771, -0.4723, 1.3381], [0.3834, -0.6491, -0.0783], [1.3723, -1.2717, -0.9364], [-0.9400, -1.0742, -0.3218], [2.2558, -0.9823, -0.6784], [0.1010, 0.6560, -1.7781], [-0.9678, -1.9086, -0.8999], [-2.0148, 1.6901, -1.0564], [-1.7485, 1.1200, 0.6032], [-0.6970, 2.3767, -0.1310], [1.7364, 0.2085, 1.3731], [1.1855, -1.4494, 1.7276], [0.0737, -0.0856, 1.9660]], "mulliken_charge": [-0.3275, -1.3039, -1.2778, 1.2506, -0.5785, -0.7160, 0.3370, 0.3637, 0.2528, 0.3450, 0.3709, 0.2935, 0.3264, 0.3303, 0.3334], "homo_lumo_gap_ha": 0.3784, "charge": 0, "multiplicity": 1, "smiles": "C[C@@H]1N[C@@]1(C)O", "e_homo_ev": -9.349}



# 3
{"formula": "C39H46N7O2SSeSiSr", "method": "the ωB97M-V functional and the def2-TZVPD basis", "symbols": ["Sr", "C", "C", "C", "C", "C", "N", "C", "C", "C", "N", "C", "C", "C", "C", "C", "C", "C", "C", "N", "C", "C", "C", "N", "C", "C", "C", "C", "O", "C", "O", "H", "H", "H", "H", "H", "H", "H", "H", "H", "H", "H", "H", "H", "H", "H", "H", "H", "H", "H", "H", "H", "H", "H", "H", "H", "H", "H", "H", "N", "C", "C", "C", "C", "C", "C", "S", "N", "C", "C", "C", "C", "C", "C", "N", "H", "H", "H", "H", "H", "H", "H", "H", "H", "C", "Si", "C", "C", "Se", "H", "H", "H", "H", "H", "H", "H", "H", "H"], "xyz": [[-0.2486, -0.7296, -0.7264], [3.5402, 2.6818, 5.6291], [2.6663, 2.5576, 4.4032], [1.9217, 3.6029, 3.9246], [1.1198, 3.5101, 2.7588], [0.3779, 4.6446, 2.3899], [-0.1068, 4.9834, 1.2191], [0.2983, 4.4960, -0.1084], [1.7881, 4.7599, -0.3346], [2.2251, 4.4103, -1.7620], [2.4849, 2.9750, -1.9106], [3.6529, 2.4738, -2.1753], [3.9341, 1.0882, -2.2199], [5.2198, 0.6194, -2.5483], [5.5498, -0.7154, -2.5451], [6.9280, -1.2073, -2.9286], [4.5387, -1.6383, -2.2199], [3.2356, -1.2453, -1.9647], [2.1995, -2.2297, -1.7188], [0.9313, -2.0329, -1.9360], [0.0698, -3.0197, -1.2721], [-0.3393, -2.5947, 0.1914], [0.9668, -1.9817, 0.7661], [0.8583, -0.5831, 1.1621], [1.6788, -0.1905, 2.0577], [1.7494, 1.1363, 2.6225], [2.5758, 1.3338, 3.7096], [0.9304, 2.2181, 2.0929], [0.0721, 2.0402, 1.2280], [2.8811, 0.1676, -1.9166], [1.7391, 0.5615, -1.6199], [3.4273, 3.6628, 6.0881], [4.5942, 2.5451, 5.3787], [3.2782, 1.9262, 6.3715], [1.9820, 4.5654, 4.4284], [0.1776, 5.3659, 3.1794], [-0.7419, 5.7665, 1.2151], [-0.2881, 5.0384, -0.8504], [0.0636, 3.4391, -0.2203], [2.3805, 4.1784, 0.3760], [1.9960, 5.8184, -0.1613], [3.1300, 4.9566, -2.0169], [1.4240, 4.6756, -2.4549], [1.7209, 2.3001, -1.7355], [4.4637, 3.1731, -2.3665], [5.9780, 1.3498, -2.8223], [7.6221, -0.3761, -3.0449], [6.8899, -1.7506, -3.8743], [7.3275, -1.8872, -2.1744], [4.7764, -2.6986, -2.2046], [2.5230, -3.2322, -1.4273], [0.6417, -3.9038, -1.0025], [-0.7111, -3.4390, -1.9103], [-0.5432, -3.5329, 0.6954], [-1.2011, -1.9133, 0.3340], [1.9149, -2.1535, 0.2296], [1.2148, -2.6585, 1.5869], [2.3827, -0.9381, 2.4399], [3.1630, 0.4935, 4.0738], [-4.6673, -4.6779, 1.6232], [-5.7035, -5.0883, 0.7416], [-6.9493, -5.4285, 1.2458], [-7.9485, -5.8753, 0.3928], [-7.7126, -5.9644, -0.9702], [-6.4832, -5.5692, -1.4836], [-5.4801, -5.1403, -0.6227], [-3.9193, -4.6107, -1.2671], [-3.3105, -3.6326, -0.0037], [-3.6620, -3.8335, 1.2015], [-2.7311, -3.2721, 2.2781], [-1.8766, -4.1647, 2.9243], [-0.7143, -3.6772, 3.5076], [-0.4605, -2.3117, 3.4667], [-1.3753, -1.4912, 2.8173], [-2.5054, -1.9587, 2.2591], [-4.9272, -4.6124, 2.5940], [-7.1349, -5.3508, 2.3120], [-8.9132, -6.1487, 0.7999], [-8.4818, -6.3256, -1.6403], [-6.2892, -5.6038, -2.5485], [-2.0412, -5.2293, 2.8138], [0.0377, -4.3609, 3.8780], [0.4773, -1.8942, 3.8075], [-1.1879, -0.4343, 2.6689], [-3.2565, 2.1315, -4.0870], [-2.0295, 2.9961, -2.9957], [-0.7091, 3.6909, -4.1442], [-2.9207, 4.0423, -1.7227], [-1.0487, 1.3085, -1.8657], [-3.9066, 2.7415, -4.7178], [-3.8567, 1.5133, -3.4165], [-2.6609, 1.4535, -4.7015], [-1.0441, 3.5715, -5.1754], [0.1217, 3.0122, -3.9589], [-0.4272, 4.7389, -4.0046], [-3.9931, 3.8852, -1.8478], [-2.7301, 5.1189, -1.7501], [-2.6042, 3.5883, -0.7860]], "mulliken_charge": [2.5821, -1.6187, 0.1683, -0.6781, 0.4505, -0.8143, 0.0506, -0.1635, -0.5245, -0.9023, 0.4906, 0.0271, -0.0117, -0.6283, 0.2120, -1.6792, -0.3262, 0.3093, -0.3132, -0.8497, -0.7854, -3.7556, -0.0060, -1.0751, -0.8780, 0.7584, -0.5631, 0.6646, -0.8295, 0.1723, 0.2077, 0.3738, 0.3439, 0.3669, 0.3710, 0.4832, 0.3421, 0.4978, -0.3738, 0.2465, 0.4519, 0.5116, -0.0063, -0.4811, 0.4177, 0.3824, 0.3684, 0.3375, 0.3650, 0.4883, 0.4003, 0.5152, 0.4645, 0.2621, 2.0150, 0.4579, 0.9584, 0.3923, 0.4740, -0.1689, 0.2863, -0.5466, -0.6506, -0.5787, -0.6951, 0.7618, -0.2151, -0.2029, 0.4020, 0.5308, -0.6852, -0.4808, -0.5191, -0.5593, -0.6715, 0.2669, 0.3299, 0.3786, 0.3839, 0.3888, 0.4680, 0.4105, 0.5861, 0.9687, -1.2313, 0.5929, -1.0310, -1.0559, -0.3875, 0.3679, 0.2854, 0.2819, 0.4518, 0.1456, 0.3219, 0.4216, 0.3127, 0.2179], "homo_lumo_gap_ha": 0.2199, "charge": 1, "multiplicity": 1, "e_homo_ev": -8.963}



# 4
{"formula": "C21H23N3O4", "method": "the ωB97M-V functional and the def2-TZVPD basis", "symbols": ["C", "C", "C", "C", "C", "C", "C", "H", "H", "N", "C", "O", "C", "H", "C", "C", "O", "N", "C", "H", "C", "N", "C", "O", "C", "C", "C", "C", "O", "H", "H", "H", "C", "H", "C", "H", "H", "H", "H", "H", "H", "H", "C", "H", "H", "H", "H", "H", "H", "H", "H"], "xyz": [[-8.8839, -1.5251, -0.8793], [-7.4894, -1.0362, -0.6323], [-7.1470, 0.2882, -0.8785], [-5.8707, 0.7578, -0.6417], [-4.8918, -0.0964, -0.1377], [-5.2265, -1.4246, 0.1144], [-6.5083, -1.8805, -0.1326], [-6.7466, -2.9146, 0.0721], [-4.4960, -2.1090, 0.5156], [-3.5849, 0.3586, 0.0979], [-3.2117, 1.6463, 0.3201], [-3.9159, 2.6283, 0.3161], [-1.7123, 1.6527, 0.6034], [-1.2426, 2.5106, 0.1253], [-1.2211, 0.2909, 0.1050], [-0.0942, -0.2569, 0.9735], [-0.3089, -1.0234, 1.8938], [1.1555, 0.1790, 0.6943], [1.5250, 1.0316, -0.4205], [0.8301, 1.8689, -0.5031], [2.9260, 1.5891, -0.2070], [3.8947, 0.5138, -0.1047], [5.1663, 0.7703, -0.5099], [5.4886, 1.8655, -0.9323], [6.1388, -0.3445, -0.4412], [6.0623, -1.6898, -0.7085], [7.3772, -2.1902, -0.5983], [8.1553, -1.1184, -0.2750], [7.4211, -0.0090, -0.1892], [9.2065, -1.0304, -0.0838], [7.6948, -3.2024, -0.7407], [5.1925, -2.2515, -0.9786], [3.4275, -0.6917, 0.5450], [3.0859, -1.4215, -0.2009], [2.2635, -0.3516, 1.4683], [2.5817, 0.3746, 2.2241], [1.9034, -1.2454, 1.9826], [4.2396, -1.1401, 1.1212], [3.2205, 2.2188, -1.0501], [2.9475, 2.2111, 0.6961], [1.5021, 0.4624, -1.3599], [-0.9069, 0.3542, -0.9389], [-2.4815, -0.5743, 0.2241], [-2.5362, -1.3355, -0.5575], [-2.4847, -1.0657, 1.2053], [-1.5787, 1.7458, 1.6840], [-5.6313, 1.7892, -0.8364], [-7.8929, 0.9657, -1.2683], [-8.9091, -2.6095, -0.9548], [-9.5352, -1.2258, -0.0576], [-9.2859, -1.0975, -1.7955]], "mulliken_charge": [-1.4011, 0.8630, -0.8182, -0.4671, 0.6545, -0.2179, -1.0213, 0.3164, 0.3828, 0.1979, 0.3731, -0.6655, -0.7911, 0.3231, 0.4481, 0.0744, -0.7047, 0.2796, -0.3305, 0.5120, -1.3414, 0.2728, 0.4955, -0.6629, 0.0984, -0.1546, -0.5434, -0.4429, -0.2908, 0.4802, 0.4381, 0.4670, -0.6690, 0.1750, -1.1254, 0.2636, 0.4871, 0.7389, 0.4919, 0.2686, 0.2336, 0.5400, -1.3255, 0.4972, 0.4156, 0.3959, 0.4216, 0.3652, 0.3542, 0.2872, 0.3607], "homo_lumo_gap_ha": 0.3191, "charge": 0, "multiplicity": 1, "smiles": "Cc1ccc(N2C[C@H](C(=O)N3CCN(C(=O)c4ccco4)CC3)CC2=O)cc1", "e_homo_ev": -8.274}



# 5
{"formula": "HN2O5S2", "method": "the ωB97M-V functional and the def2-TZVPD basis", "symbols": ["N", "N", "O", "O", "O", "O", "O", "S", "S", "H"], "xyz": [[1.2811, -0.7749, -1.1499], [-1.3838, -0.0974, 0.9483], [-1.6002, -0.2583, -0.2475], [-0.2423, -0.5292, 1.3084], [-2.0808, 0.4839, 1.7567], [0.4251, 1.4090, -0.1529], [0.3118, -0.5697, -2.0681], [2.3641, -0.1282, 1.3455], [0.9766, 0.0851, 0.1184], [-0.0516, 0.3798, -1.8588]], "mulliken_charge": [-0.1199, 1.0471, -0.6898, -0.3328, -0.7237, -0.5642, -0.2336, -0.3905, 0.5889, 0.4184], "homo_lumo_gap_ha": [0.1776, 0.2476], "charge": -1, "multiplicity": 3, "e_homo_ev": [-1.452, -5.509]}



Energy above the lowest of the compared OMol25 structures with the same formula, charge and spin
In order: 448.26, 230.46, 834.53, 152.99, 9.24
Unit: kJ/mol
Largest force on an atom
In order: 0.1644, 0.0358, 0.2185, 0.0179, 0.1092
Unit: hartree/bohr